[1]
Below is a cluster of 5 separate species, C20H51N2O16P3 in total in a non-equilibrium geometry, with properties calculated with wB97M-V/def2-TZVPD.

```
92
Properties=species:S:1:pos:R:3
C -0.0067 -3.5076 -2.5006
C -1.0394 -2.8692 -1.5975
O -1.0786 -1.4396 -1.7458
P -0.4114 -0.4930 -0.6558
O 0.3355 -1.2318 0.3881
O -1.5312 0.4697 -0.0601
C -1.2253 1.2959 1.0851
C -0.1002 2.2707 0.8059
O 0.4714 0.4569 -1.5756
C -0.1302 1.1820 -2.6598
C 0.0839 0.4597 -3.9792
H -0.1967 -4.5839 -2.4810
H -0.0493 -3.1893 -3.5412
H 1.0285 -3.3671 -2.1828
H -1.9977 -3.2686 -1.9442
H -1.0243 -3.0861 -0.5306
H -2.1479 1.8202 1.3290
H -1.0236 0.6947 1.9718
H 0.8926 1.8488 0.9542
H -0.1429 2.7657 -0.1632
H -0.1554 3.0892 1.5328
H -1.1961 1.3616 -2.4988
H 0.3452 2.1596 -2.6942
H -0.3326 -0.5492 -3.9381
H -0.4685 0.9197 -4.8016
H 1.1234 0.3219 -4.2733
C -4.8702 -0.6351 1.2003
C -4.2284 -1.5850 0.2063
O -4.0125 -1.0455 -1.1066
P -5.3246 -0.8632 -2.0249
O -6.3197 0.0542 -1.4703
O -4.6694 -0.4323 -3.4142
C -4.4030 0.9396 -3.6609
C -3.7638 1.0797 -5.0495
O -5.8718 -2.3556 -2.2346
C -5.0093 -3.2930 -2.9232
C -5.4991 -4.6710 -2.4653
H -5.8163 -0.1928 0.9063
H -4.8782 -1.1367 2.1660
H -4.1768 0.2166 1.2263
H -3.2547 -1.8625 0.6110
H -4.8071 -2.5143 0.1759
H -5.2469 1.6208 -3.5477
H -3.6332 1.2136 -2.9223
H -2.9278 0.3841 -5.0862
H -4.4999 0.8173 -5.8129
H -3.4743 2.1027 -5.2804
H -5.2546 -3.2788 -3.9881
H -3.9566 -3.0822 -2.7648
H -5.6429 -4.6181 -1.3832
H -6.5398 -4.8251 -2.7734
H -4.9667 -5.4891 -2.9462
C 1.8746 -1.1545 4.0035
C 2.8789 -0.0971 3.5825
O 4.1851 -0.7077 3.4313
P 5.4824 -0.0060 4.0045
O 6.6659 -0.8866 3.9709
O 5.6073 1.2846 3.1052
C 6.8697 1.8990 2.7930
C 6.6219 3.0640 1.8387
O 5.0519 0.5610 5.4507
C 5.5479 -0.1318 6.6401
C 4.4664 -0.8439 7.4213
H 0.9717 -1.1112 3.3925
H 2.2147 -2.1870 3.9864
H 1.5609 -0.9615 5.0330
H 2.6400 0.3522 2.6156
H 2.9450 0.7631 4.2481
H 7.3568 2.1946 3.7239
H 7.5460 1.1749 2.3383
H 5.6765 3.5753 2.0032
H 7.3504 3.8345 2.1114
H 6.8010 2.7490 0.8159
H 6.3915 -0.7691 6.3740
H 5.9781 0.7226 7.1693
H 4.0276 -1.5968 6.7709
H 4.9636 -1.2564 8.2990
H 3.7625 -0.1006 7.7934
C -2.8696 4.1186 -1.8787
N -1.8161 4.2428 -2.9323
O -2.2052 4.1016 -4.0775
O -0.6530 4.3611 -2.6278
H -2.4374 4.5926 -0.9972
H -3.0264 3.0569 -1.7326
H -3.6489 4.7964 -2.2113
C 3.3083 0.0499 -0.2822
N 3.6914 0.0350 -1.7010
O 3.9828 -1.0179 -2.1995
O 3.6149 1.0796 -2.3013
H 2.6678 0.9162 -0.1719
H 4.2171 0.0701 0.3191
H 2.7615 -0.8469 -0.0028
```

Summary:
Gap between HOMO and LUMO = 10.65 eV
ΔE to the lowest compared entry with this formula, charge and spin = 0.00 kJ/mol
Lowest unoccupied orbital energy = 0.0 eV
Net charge = 0
Multiplicity = 1
SMILES string = CCOP(=O)(OCC)OCC.CCOP(=O)(OCC)OCC.CCOP(=O)(OCC)OCC.C[N+](=O)[O-].C[N+](=O)[O-]
E_HOMO = -10.656 eV

Löwdin population analysis, charges in e, atoms 1 to 5: C -0.056; C -0.255; O -0.182; P 0.415; O -0.230


[2]
Below is a cluster of 8 separate species, C20H53BBrClO8P in total in a non-equilibrium geometry, with properties calculated with wB97M-V/def2-TZVPD.

```
85
Properties=species:S:1:pos:R:3
C -5.6351 -3.8153 -1.9193
C -4.4831 -3.5271 -1.7150
C -3.1074 -3.1046 -1.5207
B -2.9654 -1.5470 -0.9161
C -1.3677 -1.1455 -0.9501
C -0.6921 -0.9045 0.4009
C -1.4989 -0.1142 1.4096
Cl -0.0961 -2.4569 1.1465
P -4.1628 -0.3762 -1.9231
O -4.4476 0.9626 -0.9428
Br -2.8966 0.5270 -3.5994
H -6.6789 -3.9744 -2.0251
H -2.5637 -3.2188 -2.4588
H -2.6929 -3.7430 -0.7399
H -3.4395 -1.5641 0.2013
H -1.1380 -0.2715 -1.5624
H -0.8377 -1.9787 -1.4185
H 0.2212 -0.3375 0.2129
H -2.1154 0.6164 0.8859
H -2.1964 -0.7700 1.9211
H -0.8608 0.3444 2.1585
H -5.4005 0.9558 -0.8202
C 3.3404 0.1538 1.0732
C 3.7348 -0.9120 0.0679
O 3.4579 -2.2159 0.5727
H 3.8767 0.0156 2.0127
H 3.5524 1.1550 0.6932
H 2.2739 0.0902 1.2981
H 4.8021 -0.8743 -0.1506
H 3.1898 -0.7674 -0.8712
H 2.5088 -2.2240 0.7579
C -1.2446 -0.6137 6.8025
C -0.7371 -0.3788 5.3901
O -1.7993 -0.2637 4.4538
H -1.8550 -1.5163 6.8389
H -0.4166 -0.7210 7.5060
H -1.8704 0.2200 7.1319
H -0.1285 -1.2179 5.0569
H -0.1177 0.5255 5.3531
H -2.3482 0.4830 4.7117
C 1.5317 4.5063 2.3335
C 0.8071 3.1738 2.3729
O 1.5408 2.1939 3.1046
H 2.5193 4.3872 1.8862
H 0.9748 5.2443 1.7558
H 1.6765 4.8991 3.3437
H 0.6812 2.7743 1.3680
H -0.1871 3.2917 2.8173
H 1.6511 2.5156 4.0040
C -3.9143 -3.1677 -5.7981
C -4.2820 -4.6324 -5.6398
O -3.7617 -5.1929 -4.4429
H -2.8306 -3.0437 -5.7981
H -4.3151 -2.7587 -6.7283
H -4.3076 -2.5836 -4.9627
H -3.8718 -5.2216 -6.4611
H -5.3728 -4.7510 -5.6469
H -4.1322 -4.6996 -3.6972
C -2.0260 2.8618 -7.1578
C -1.4337 1.6640 -7.8758
O -0.4255 1.0351 -7.0938
H -1.2477 3.5895 -6.9245
H -2.7923 3.3498 -7.7635
H -2.4738 2.5502 -6.2132
H -0.9613 1.9677 -8.8102
H -2.2172 0.9350 -8.1114
H -0.8428 0.7458 -6.2745
C 4.9918 6.8483 3.4925
C 4.5130 7.7153 2.3424
O 3.0943 7.8381 2.3265
H 4.5447 5.8559 3.4294
H 6.0778 6.7450 3.4815
H 4.6972 7.2821 4.4514
H 4.7922 7.2719 1.3882
H 4.9660 8.7113 2.4013
H 2.8225 8.2397 3.1568
C 3.4556 -5.2613 2.4823
C 4.8734 -4.7638 2.6783
O 5.4514 -4.3553 1.4448
H 3.4286 -6.0979 1.7836
H 3.0053 -5.5774 3.4255
H 2.8452 -4.4607 2.0606
H 5.5123 -5.5490 3.0836
H 4.8834 -3.9204 3.3791
H 4.8941 -3.6511 1.0821
```

Summary:
Gap between HOMO and LUMO = 6.35 eV
Lowest unoccupied orbital energy = 1.9 eV
Net charge = -1
Multiplicity = 1
E_HOMO = -4.420 eV

Löwdin population analysis, charges in e, atoms 1 to 5: C 0.075; C -0.243; C -0.223; B -0.774; C -0.261


[3]
Below is a structure of composition C20H54AsF6O19S7 in a non-equilibrium geometry, with properties calculated with wB97M-V/def2-TZVPD.

```
107
Properties=species:S:1:pos:R:3
As -0.2561 0.3929 0.8821
F 0.3425 -1.3036 0.9575
F -0.8581 0.0741 -0.7666
F -0.6772 2.1112 0.8003
F 0.3068 0.6615 2.5407
F 1.4583 0.7397 0.2572
F -1.8922 0.0559 1.4821
O -2.8667 -4.7600 0.9463
S -2.9657 -4.9782 2.3906
O -3.3247 -6.1770 3.1052
O -1.4235 -4.5825 2.9514
C -0.9513 -3.3248 2.9199
C 0.5723 -3.3635 3.1209
C -3.9025 -3.6044 3.3160
H -1.3159 -2.6675 3.7092
H -1.1155 -2.8774 1.9396
H 0.7269 -4.1502 3.8594
H 0.8529 -2.4583 3.6593
H 1.1193 -3.4461 2.1817
H -3.5941 -3.8911 4.3214
H -4.9613 -3.4943 3.0818
H -3.6257 -2.5632 3.1508
O -3.9285 3.8555 3.6902
S -4.9193 3.3502 2.7138
O -6.1238 2.5864 3.0505
O -5.3230 4.6382 1.9024
C -6.7012 4.8021 1.4691
C -6.6368 5.2041 0.0163
C -4.0525 2.3648 1.3913
H -7.1383 5.5619 2.1170
H -7.3746 3.9452 1.4523
H -6.1135 4.4878 -0.6171
H -6.0431 6.1020 -0.1551
H -7.6239 5.4399 -0.3815
H -4.8389 1.9903 0.7360
H -3.4969 1.5588 1.8706
H -3.3570 3.0118 0.8568
O 6.9830 0.5935 -1.9811
S 6.0058 -0.4617 -1.8237
O 5.8878 -1.5574 -2.7935
O 6.2127 -1.1527 -0.2884
C 5.4596 -2.2901 0.1815
C 4.1641 -1.7959 0.8710
C 4.4658 0.5229 -1.6378
H 6.0438 -2.7717 0.9657
H 5.2224 -3.0090 -0.6028
H 3.6565 -1.0317 0.2824
H 4.4089 -1.3589 1.8391
H 3.4754 -2.6393 0.9221
H 4.5962 1.3272 -0.9138
H 3.5221 0.0014 -1.4783
H 4.3478 0.9275 -2.6431
O 0.6826 2.9487 -5.3573
S 0.9671 2.5009 -3.9964
O 2.3093 1.9425 -3.6632
O 0.7231 3.7578 -2.8692
C 1.3548 3.6348 -1.6233
C 1.8655 5.0428 -1.4215
C -0.2309 1.2592 -3.4551
H 2.1993 2.9478 -1.5693
H 0.5882 3.3415 -0.9061
H 2.5942 5.4579 -2.1177
H 2.3486 5.0873 -0.4454
H 1.0970 5.8112 -1.5047
H -0.5621 0.6189 -4.2727
H -1.0028 1.9481 -3.1118
H 0.2231 0.7095 -2.6306
O -2.6349 1.6192 -5.3525
S -3.4495 0.4990 -4.9406
O -2.9459 -0.8273 -4.4035
O -4.4621 1.0280 -3.7320
C -4.1142 1.1556 -2.4151
C -3.9048 2.6034 -2.0596
C -4.7924 0.2390 -6.2551
H -3.2179 0.5467 -2.2970
H -4.8151 0.5016 -1.8964
H -4.3443 3.3476 -2.7238
H -2.8533 2.8054 -1.8559
H -4.2540 2.8904 -1.0677
H -4.3665 -0.2519 -7.1302
H -5.3636 1.1043 -6.5912
H -5.5862 -0.3502 -5.7959
O 3.5826 -6.5007 -1.7319
S 3.7735 -5.2544 -2.4822
O 3.0841 -5.0260 -3.7832
O 3.3843 -4.0749 -1.5048
C 2.0555 -3.6051 -1.3206
C 1.4956 -4.4216 -0.2390
C 5.6540 -4.9486 -2.7392
H 1.4140 -3.5663 -2.2010
H 2.2343 -2.5582 -1.0754
H 1.1664 -5.3907 -0.6139
H 0.7812 -3.7015 0.1601
H 2.2378 -4.5229 0.5529
H 6.1761 -4.9356 -1.7824
H 5.8089 -4.0113 -3.2737
H 6.0915 -5.8001 -3.2603
C 4.3288 2.5241 6.5240
S 3.1721 1.1545 6.9077
O 1.8425 1.7670 7.2266
C 2.9576 0.1072 5.4390
H 4.3649 3.1131 7.4405
H 3.8573 3.2098 5.8200
H 5.2824 2.1507 6.1508
H 3.9356 0.1148 4.9578
H 2.2108 0.5641 4.7897
H 2.6266 -0.9028 5.6805
```

Summary:
Gap between HOMO and LUMO = 8.56 eV
ΔE to the lowest compared entry with this formula, charge and spin = 397.26 kJ/mol
Lowest unoccupied orbital energy = 1.7 eV
Net charge = -1
Multiplicity = 1
E_HOMO = -6.866 eV

Löwdin population analysis, charges in e, atoms 1 to 5: As 0.913; F -0.278; F -0.276; F -0.271; F -0.274